The following is a quantum chemistry calculation of one molecule with the formula C4H9N3 in a non-equilibrium geometry, from OMol25.

```
16
C4H9N3 | OMol25 | ωB97M-V/def2-TZVPD
C 1.98700 0.38449 0.83031
C -0.70762 1.18788 1.07273
C 1.52984 -0.22569 -1.35679
C -0.39359 0.08901 0.13977
N 2.86979 0.52093 1.53999
N -0.77567 -1.24070 0.74691
N 1.03118 0.29844 -0.10060
H -0.06351 1.20171 2.08350
H -1.79774 0.95958 1.42269
H -0.55492 2.17646 0.57803
H 0.60873 -0.53565 -1.89863
H 2.28088 0.45888 -1.74785
H 2.07069 -1.20284 -1.31161
H -0.74642 0.13238 -0.82692
H -0.81194 -1.81192 -0.05937
H 0.05287 -1.42676 1.21877
```

LUMO level	0.6705	eV
SMILES string	C[C@H](N)N(C)C#N
HOMO	-9.421	eV

Atom charges from the Löwdin analysis, given in e for atoms 1 to 2: -0.34 -0.08

The following is a quantum chemistry calculation of a 4-piece molecular cluster, C34H70N5O2S2 overall in a non-equilibrium geometry, from OMol25.

```
113
C34H70N5O2S2 | OMol25 | ωB97M-V/def2-TZVPD
C 6.52519 -0.88476 2.24723
C 6.38708 -2.43167 1.91624
C 5.00298 -2.84374 1.26894
N 3.84251 -2.82318 2.21899
C 2.81443 -3.90554 2.01226
C 1.59051 -3.20246 1.25624
C 0.33590 -2.83146 2.14833
C -0.11944 -3.97876 3.14773
C 0.26765 -3.69566 4.66156
O -0.69969 -4.31044 5.54265
N 2.27723 -1.92574 0.81492
C 1.36141 -0.85646 0.31255
C 2.14818 0.04264 -0.74652
C 2.05321 1.59314 -0.46601
S 0.33745 2.24193 -0.33013
C -0.27059 2.05149 1.37188
S -1.73628 1.29835 1.58970
N 0.40304 2.51671 2.55306
C -0.19895 2.73840 3.83099
C 0.85069 3.18778 4.75976
N 2.09981 3.21514 4.04873
C 1.75661 2.82120 2.80678
C 3.05081 -1.61396 1.97991
N 3.10097 -0.52672 2.69404
O 3.87255 -0.35316 3.78872
H 5.69427 -0.30501 1.73894
H 7.54308 -0.46984 2.00488
H 6.34358 -0.74893 3.35319
H 7.18311 -2.70235 1.16039
H 6.59559 -3.00692 2.86062
H 5.11312 -3.91050 0.91142
H 4.82745 -2.16681 0.37568
H 2.54910 -4.15410 3.08631
H 3.21138 -4.86610 1.59533
H 1.34833 -3.76582 0.30463
H -0.53260 -2.62635 1.45970
H 0.47700 -1.89417 2.76403
H -1.24459 -4.09411 3.13161
H 0.38768 -4.93500 2.83572
H 1.28449 -4.15446 4.84784
H 0.31718 -2.59978 4.91727
H -0.29624 -4.43367 6.42319
H 0.55402 -1.38491 -0.27700
H 0.92159 -0.26446 1.16190
H 3.24487 -0.23489 -0.62368
H 1.90209 -0.20825 -1.81650
H 2.72483 1.82580 0.40170
H 2.51795 2.11459 -1.36004
H -1.25897 2.61504 4.13996
H 0.72349 3.46935 5.83320
H 2.59334 2.76985 2.07322
H 2.51881 0.27963 2.42342
H 4.15940 -1.22230 4.14481
C 3.10427 1.82266 -5.30474
C 4.15341 0.79587 -5.71402
C 4.49509 -0.19346 -4.59997
C 5.11066 0.42874 -3.34398
C 6.39474 1.22606 -3.57301
C 7.53887 0.37946 -4.11660
H 3.45030 2.44732 -4.47771
H 2.87538 2.48328 -6.14351
H 2.17599 1.33046 -5.00136
H 5.05434 1.30920 -6.06010
H 3.77383 0.23319 -6.57198
H 5.17343 -0.95305 -5.00010
H 3.58372 -0.72977 -4.30941
H 5.31519 -0.37508 -2.62602
H 4.37306 1.08091 -2.86140
H 6.70733 1.66090 -2.61782
H 6.20860 2.06794 -4.24528
H 7.77251 -0.44306 -3.43550
H 8.43784 0.98862 -4.23013
H 7.30052 -0.04091 -5.09548
C -7.07662 -0.84336 -1.90964
C -6.02665 -1.84121 -2.38354
C -5.62492 -2.85096 -1.30750
C -4.97234 -2.24735 -0.06125
C -3.71319 -1.42131 -0.32272
C -2.57661 -2.23373 -0.93101
H -6.70991 -0.23251 -1.08156
H -7.34884 -0.16712 -2.72331
H -7.98321 -1.35865 -1.58323
H -5.14811 -1.30307 -2.75146
H -6.42944 -2.39025 -3.24000
H -4.94919 -3.58868 -1.75245
H -6.51352 -3.41004 -0.99538
H -4.72576 -3.06254 0.62842
H -5.70006 -1.62144 0.46456
H -3.36986 -1.00270 0.62920
H -3.94062 -0.56772 -0.96743
H -2.30110 -3.06783 -0.27826
H -1.69253 -1.60293 -1.06595
H -2.84585 -2.63643 -1.90916
C -4.14795 4.14803 1.34087
C -5.16614 3.09493 0.91998
C -5.39680 3.04807 -0.59082
C -5.97256 4.32804 -1.20206
C -7.30530 4.78779 -0.61089
C -8.43311 3.78419 -0.81838
H -4.47655 5.15646 1.08239
H -3.99949 4.11623 2.42341
H -3.18163 3.96607 0.86204
H -6.10907 3.26479 1.44661
H -4.80644 2.11255 1.24569
H -6.05806 2.20593 -0.81912
H -4.44555 2.82494 -1.08840
H -6.09739 4.16992 -2.27878
H -5.24458 5.13968 -1.10192
H -7.58767 5.73171 -1.08750
H -7.19768 5.00459 0.45585
H -8.58856 3.58792 -1.88223
H -9.36656 4.17523 -0.40790
H -8.22625 2.83492 -0.31932
```

charge	+1
LUMO level	-3.7212	eV
HOMO	-11.530	eV

Atom charges from the Löwdin analysis, given in e for atoms 1 to 2: -0.11 -0.21

The following is a quantum chemistry calculation of C29H35Cl3FeN4O2P2 as an isolated structure in a non-equilibrium geometry, from OMol25.

```
76
C29H35Cl3FeN4O2P2 | OMol25 | ωB97M-V/def2-TZVPD
Fe 4.05747 -0.62024 2.67958
C 4.95826 -0.96775 0.39170
C 3.95478 -0.02259 0.54345
C 2.48610 -0.16702 0.19273
C 1.54497 -0.62779 1.33120
C 2.14176 -1.61299 2.28732
C 3.08578 -2.57802 1.96445
C 3.46062 -3.02126 0.58687
C 4.80867 -2.41426 0.10643
C 3.89127 -1.55418 4.53310
H 5.98677 -0.60512 0.38190
H 4.30422 1.01905 0.65046
H 2.32471 -0.79105 -0.69971
H 2.14925 0.84270 -0.09225
H 1.24059 0.25612 1.91208
H 0.61765 -1.02905 0.89697
H 1.66946 -1.65839 3.27493
H 3.47694 -3.19959 2.78055
H 2.66652 -2.82137 -0.15107
H 3.59179 -4.11540 0.60929
H 5.63308 -2.96613 0.59225
H 4.93077 -2.60337 -0.97245
H 4.89890 -1.97622 4.73203
H 3.13958 -2.35364 4.64014
H 3.71707 -0.75753 5.28714
P -3.53531 0.03016 0.07797
P -1.76949 2.07594 -1.53514
N -3.78172 -1.70894 0.02301
N -5.12040 0.28961 0.84753
N -0.92304 1.25715 -2.84699
N -1.57269 3.66880 -2.24912
C -4.05192 0.40044 -1.67437
C -3.50475 1.76136 -2.14751
C -2.77844 -2.65182 0.29941
C -3.26357 -3.91572 -0.00989
C -4.58504 -3.75477 -0.53027
C -4.86819 -2.39662 -0.52755
C -5.22765 0.90960 2.10235
C -6.55640 1.22838 2.33626
C -7.31109 0.78523 1.19858
C -6.40584 0.21488 0.31217
C 0.23565 0.50417 -2.61170
C 0.53882 -0.22885 -3.75892
C -0.46863 0.07482 -4.73359
C -1.34041 0.98418 -4.14688
C -1.69288 4.06318 -3.58742
C -1.73495 5.44697 -3.64552
C -1.67572 5.93155 -2.29838
C -1.60312 4.83384 -1.46160
H -5.14694 0.39371 -1.80148
H -3.65674 -0.40368 -2.31720
H -3.60349 1.82184 -3.24301
H -4.11302 2.58540 -1.73779
H -1.83850 -2.32440 0.71193
H -2.73093 -4.84885 0.09826
H -5.27056 -4.51633 -0.87634
H -5.75085 -1.88182 -0.85463
H -4.34010 1.07314 2.69930
H -6.94959 1.74933 3.19781
H -8.36995 0.89773 1.01213
H -6.59792 -0.21250 -0.65809
H 0.72535 0.56333 -1.65352
H 1.35439 -0.91913 -3.86866
H -0.58004 -0.33437 -5.71996
H -2.21830 1.45443 -4.56745
H -1.71826 3.34618 -4.38768
H -1.80388 6.02470 -4.55677
H -1.70025 6.96835 -1.99201
H -1.55166 4.74839 -0.38703
Cl 9.38654 0.08169 2.08041
C 8.25918 0.33191 3.43048
Cl 8.86005 -0.41745 4.92556
Cl 8.00200 2.07969 3.68357
C 6.86326 -0.40892 3.05122
O 6.95290 -1.62271 2.81662
O 5.79710 0.31191 3.02283
```

2S+1	5
LUMO level (alpha / beta)	-0.3435 / -0.5616	eV
<S²>	6.04
HOMO (alpha / beta)	-7.214 / -8.626	eV

Atom charges from the Löwdin analysis, given in e for atoms 1 to 2: 0.79 -0.10

E? In order: -8762.3783; -69598.3779; -131224.7423 eV.
Energy relative to the best compared isomer or geometry (same formula, charge and spin)? In order: 49.5; 60.0; 2.8 kcal/mol.